Below is one molecule with the formula C5H8O, with properties calculated with ωB97M-V/def2-TZVPD.

## Properties
multiplicity: 1
HOMO-LUMO gap: 10.54 eV
ΔE to the lowest compared entry with this formula, charge and spin: 48.8 kcal/mol
SMILES string: CCC#CCO

XYZ file:
```
14
Properties=species:S:1:pos:R:3:forces:R:3
C -2.075823 0.906374 -0.138058 -0.06 0.09 0.03
C -1.532303 -0.422535 -0.682489 -0.03 -0.07 -0.02
C -0.079911 -0.510389 -0.504261 0.51 -0.16 0.22
C 1.079103 -0.604609 -0.182126 -0.47 0.12 -0.10
C 2.440577 -0.625144 0.371468 0.03 -0.30 -0.21
O 2.580824 0.279172 1.451829 -0.03 0.28 0.00
H -1.939936 1.714977 -0.861062 0.05 -0.09 0.10
H -3.142164 0.827341 0.086357 0.08 0.01 -0.08
H -1.553727 1.182829 0.782316 -0.12 -0.06 -0.10
H -1.981407 -1.261767 -0.138311 0.05 0.12 -0.06
H -1.813207 -0.552355 -1.733428 0.09 0.04 0.13
H 3.189158 -0.427621 -0.409352 -0.17 0.00 0.07
H 2.652775 -1.617966 0.779295 -0.01 0.10 -0.07
H 2.176036 1.111696 1.177821 0.09 -0.08 0.12
```
Forces are in eV/Å.

Löwdin population analysis, charges in e, atoms 1 to 6: number 1, C, carries -0.108; number 2, C, carries -0.260; number 3, C, carries -0.042; number 4, C, carries 0.001; number 5, C, carries -0.281; number 6, O, carries -0.065

***

Below is one molecule with the formula C5H8O, with properties calculated with ωB97M-V/def2-TZVPD.

## Properties
multiplicity: 1
HOMO-LUMO gap: 10.34 eV
ΔE to the lowest compared entry with this formula, charge and spin: 26.1 kcal/mol
SMILES string: CC/C=C\C=O

XYZ file:
```
14
Properties=species:S:1:pos:R:3:forces:R:3
C -1.165023 -1.067495 -0.029237 0.00 -0.06 -0.02
C -1.241239 0.451259 0.086853 0.00 -0.02 0.00
C 0.039992 1.236920 0.034415 0.11 -0.07 0.01
C 1.321969 0.851661 -0.023026 -0.12 0.10 0.02
C 1.888872 -0.516956 -0.114571 0.18 -0.01 0.07
O 2.996414 -0.777725 0.304186 -0.34 0.11 -0.19
H -0.488349 -1.492165 0.719404 -0.13 0.04 -0.09
H -0.816839 -1.374598 -1.020789 -0.06 0.03 0.15
H -2.151182 -1.515155 0.126422 0.11 0.11 -0.02
H -1.913145 0.848787 -0.686705 0.11 -0.03 0.09
H -1.724544 0.720426 1.037686 0.06 -0.03 -0.13
H -0.123730 2.313015 0.120771 0.04 -0.16 -0.01
H 2.089382 1.619287 0.058498 -0.07 -0.10 0.00
H 1.287423 -1.297267 -0.613911 0.10 0.09 0.11
```
Forces are in eV/Å.

Löwdin population analysis, charges in e, atoms 1 to 6: number 1, C, carries -0.121; number 2, C, carries -0.246; number 3, C, carries -0.097; number 4, C, carries -0.061; number 5, C, carries -0.276; number 6, O, carries 0.038

***

Below is C5H8O as an isolated structure, with properties calculated with ωB97M-V/def2-TZVPD.

## Properties
multiplicity: 1
HOMO-LUMO gap: 10.16 eV
ΔE to the lowest compared entry with this formula, charge and spin: 75.2 kcal/mol

XYZ file:
```
14
Properties=species:S:1:pos:R:3:forces:R:3
C 1.163687 0.597499 0.938199 0.15 0.02 0.00
C 2.411697 1.003457 1.136760 -0.11 -0.02 0.00
C -1.525249 -1.206581 -0.192451 -0.08 0.09 0.02
C -0.761474 -0.830942 -1.435848 0.21 -0.19 -0.21
O -1.326506 0.515955 -1.318874 -0.06 0.06 0.00
C -1.974203 0.049792 -0.192458 -0.14 -0.04 0.17
H 0.825403 -0.391751 1.239084 0.10 0.17 -0.01
H 0.423762 1.226691 0.448626 0.15 -0.06 0.10
H 2.742280 1.994812 0.836965 -0.05 -0.14 0.02
H 3.152828 0.364927 1.611095 -0.11 0.08 -0.05
H 0.329542 -0.784554 -1.364452 -0.16 -0.02 0.01
H -1.077906 -1.291713 -2.375433 0.05 0.06 0.12
H -2.613575 0.707118 0.386738 0.07 -0.13 -0.07
H -1.636210 -2.090732 0.415165 -0.01 0.15 -0.09
```
Forces are in eV/Å.

Löwdin population analysis, charges in e, atoms 1 to 6: number 1, C, carries -0.087; number 2, C, carries -0.071; number 3, C, carries -0.054; number 4, C, carries -0.166; number 5, O, carries -0.087; number 6, C, carries -0.165

***

Below is one molecule with the formula C5H8O, with properties calculated with ωB97M-V/def2-TZVPD.

## Properties
multiplicity: 1
HOMO-LUMO gap: 8.75 eV
ΔE to the lowest compared entry with this formula, charge and spin: 94.8 kcal/mol

XYZ file:
```
14
Properties=species:S:1:pos:R:3:forces:R:3
C -0.370808 1.628282 -0.479447 0.06 0.02 0.02
C 0.203411 0.436013 -1.157779 -0.14 -0.01 0.28
C 1.336985 -0.539069 0.454722 0.07 0.12 0.10
C 0.069672 -0.839272 -0.398886 -0.10 -0.08 -0.20
C -1.170670 -1.083201 0.435485 -0.05 0.02 -0.03
O -1.932366 -1.996411 0.235418 0.29 0.27 0.06
H -0.596548 1.616821 0.597623 0.07 -0.09 -0.20
H 0.162221 2.549173 -0.736519 -0.12 -0.17 -0.03
H -1.333419 1.681190 -1.019954 -0.01 0.07 0.01
H 1.996631 0.156597 -0.090228 -0.02 -0.11 0.10
H 1.063338 -0.059026 1.396342 0.00 -0.08 -0.06
H 1.908344 -1.446705 0.638679 -0.08 0.01 -0.03
H 0.225671 -1.717293 -1.031863 0.00 0.15 0.06
H -1.378560 -0.346563 1.242249 0.04 -0.12 -0.08
```
Forces are in eV/Å.

Löwdin population analysis, charges in e, atoms 1 to 6: number 1, C, carries -0.161; number 2, C, carries 0.021; number 3, C, carries -0.056; number 4, C, carries -0.389; number 5, C, carries -0.244; number 6, O, carries 0.062

***

Below is C5H8O as an isolated structure, with properties calculated with ωB97M-V/def2-TZVPD.

## Properties
multiplicity: 1
HOMO-LUMO gap: 10.05 eV
ΔE to the lowest compared entry with this formula, charge and spin: 92.7 kcal/mol

XYZ file:
```
14
Properties=species:S:1:pos:R:3:forces:R:3
C -0.825561 -1.372500 0.783889 -0.06 0.00 0.03
C 0.063148 -0.719741 -0.255171 0.05 0.04 -0.02
C -0.813084 0.973518 -0.657944 -0.05 -0.13 0.05
O -0.039758 1.991064 -0.842873 0.24 -0.19 0.18
C 1.273086 -0.157510 0.086792 -0.01 0.53 -0.08
C 2.017247 0.852889 0.138471 0.09 -0.65 0.15
H -0.821538 -0.808610 1.721148 0.02 -0.05 -0.14
H -0.506264 -2.396702 0.997848 -0.03 0.12 -0.05
H -1.853230 -1.414462 0.409232 0.09 -0.01 0.07
H 0.079934 -1.243624 -1.213720 -0.01 0.10 0.11
H -1.330713 0.578151 -1.543835 0.16 0.04 0.09
H -1.445699 0.976186 0.245990 0.16 0.01 -0.11
H 1.114580 1.673097 -0.309895 -0.52 0.15 -0.23
H 3.028162 1.135147 0.373478 -0.13 0.04 -0.06
```
Forces are in eV/Å.

Löwdin population analysis, charges in e, atoms 1 to 6: number 1, C, carries -0.095; number 2, C, carries -0.269; number 3, C, carries -0.227; number 4, O, carries -0.146; number 5, C, carries -0.079; number 6, C, carries 0.077

***

Below is one molecule with the formula C5H8O, with properties calculated with ωB97M-V/def2-TZVPD.

## Properties
multiplicity: 1
HOMO-LUMO gap: 7.95 eV
ΔE to the lowest compared entry with this formula, charge and spin: 140.0 kcal/mol

XYZ file:
```
14
Properties=species:S:1:pos:R:3:forces:R:3
O -1.402385 -0.629643 1.318396 -0.14 0.25 -0.01
C -0.164221 0.047261 0.538081 -0.10 -0.04 -0.07
C -0.404247 1.391631 -0.020156 -0.03 0.25 0.18
C -0.620129 0.125617 -0.846225 0.10 -0.04 -0.17
C 0.786816 -0.427894 -1.247101 0.18 -0.06 -0.23
C 1.093823 -0.731197 0.249386 0.09 -0.07 0.10
H -1.845886 0.029039 1.883511 0.08 -0.15 -0.07
H -1.300730 1.929440 0.284420 0.14 -0.14 -0.06
H 0.467067 2.045733 -0.122243 -0.10 -0.13 -0.02
H -1.836785 -0.634199 0.364085 0.08 -0.03 0.25
H 0.765239 -1.307746 -1.895784 0.00 0.15 0.10
H 1.459927 0.315203 -1.690858 -0.11 -0.08 0.07
H 0.975412 -1.790011 0.491299 0.01 0.14 -0.06
H 2.026101 -0.363233 0.693187 -0.18 -0.05 -0.04
```
Forces are in eV/Å.

Löwdin population analysis, charges in e, atoms 1 to 6: number 1, O, carries 0.093; number 2, C, carries -0.428; number 3, C, carries -0.089; number 4, C, carries -0.187; number 5, C, carries -0.165; number 6, C, carries -0.101

***

Below is a 2-piece molecular cluster, C5H8O overall at a distorted geometry, with properties calculated with ωB97M-V/def2-TZVPD.

## Properties
multiplicity: 1
HOMO-LUMO gap: 10.34 eV
ΔE to the lowest compared entry with this formula, charge and spin: 49.2 kcal/mol
SMILES string: C1CC1.C=C=O

XYZ file:
```
14
Properties=species:S:1:pos:R:3:forces:R:3
C 0.409016 -0.923924 -0.164593 -0.16 -0.09 0.03
C 1.378974 0.098036 -0.688920 0.05 0.19 -0.11
C 1.867338 -1.024503 0.177758 0.16 -0.11 0.09
H -0.267871 -0.641470 0.636539 0.16 -0.04 -0.13
H -0.009547 -1.639532 -0.867617 0.11 0.10 0.11
H 1.355856 1.099480 -0.270625 -0.02 -0.18 -0.02
H 1.623868 0.069318 -1.746265 -0.05 -0.05 0.15
H 2.452875 -1.817424 -0.277559 -0.10 0.14 0.04
H 2.154930 -0.783670 1.196775 -0.04 -0.04 -0.16
C -2.608288 0.773858 0.295044 0.09 0.09 0.01
C -1.612134 1.589704 0.558247 0.50 0.44 0.10
O -0.724578 2.311620 0.793345 -0.86 -0.65 -0.18
H -2.409712 -0.135321 -0.259015 -0.01 0.18 0.09
H -3.610725 1.023825 0.616892 0.17 0.03 -0.02
```
Forces are in eV/Å.

Löwdin population analysis, charges in e, atoms 1 to 6: number 1, C, carries -0.190; number 2, C, carries -0.170; number 3, C, carries -0.168; number 4, H, carries 0.073; number 5, H, carries 0.097; number 6, H, carries 0.082

***

Below is one molecule with the formula C5H8O at a distorted geometry, with properties calculated with ωB97M-V/def2-TZVPD.

## Properties
multiplicity: 1
HOMO-LUMO gap: 8.71 eV
ΔE to the lowest compared entry with this formula, charge and spin: 116.7 kcal/mol

XYZ file:
```
14
Properties=species:S:1:pos:R:3:forces:R:3
C -1.275963 -1.221907 -2.364694 0.50 0.72 -0.02
C -0.609050 -0.903176 -1.249453 -0.25 -0.56 -0.38
C 0.215643 -0.416773 -0.310993 0.07 1.59 0.00
C -0.177537 0.735173 0.636814 0.25 -0.56 -0.33
C 0.822919 0.947025 1.783487 -0.33 0.00 0.14
O 2.146153 0.786885 1.343423 0.05 -0.15 -0.08
H -0.344081 -1.831405 -0.641713 -0.31 -0.48 1.16
H -1.833497 -2.145116 -2.482453 0.19 0.24 0.10
H -1.131616 -0.551154 -3.203076 -0.35 -0.15 -0.14
H -0.046219 1.589076 -0.057710 -0.10 -0.31 -0.01
H -1.216800 0.768750 0.992965 0.17 -0.18 -0.17
H 0.738029 1.967173 2.181311 -0.08 -0.21 -0.14
H 0.586423 0.264040 2.612034 0.06 -0.03 -0.08
H 2.125596 0.011411 0.760058 0.13 0.08 -0.04
```
Forces are in eV/Å.

Löwdin population analysis, charges in e, atoms 1 to 6: number 1, C, carries 0.006; number 2, C, carries -0.269; number 3, C, carries 0.022; number 4, C, carries -0.172; number 5, C, carries -0.305; number 6, O, carries -0.085

***

Below is one molecule with the formula C5H8O, with properties calculated with ωB97M-V/def2-TZVPD.

## Properties
multiplicity: 1
HOMO-LUMO gap: 11.04 eV
ΔE to the lowest compared entry with this formula, charge and spin: 57.7 kcal/mol
SMILES string: C#C[C@H](O)CC

XYZ file:
```
14
Properties=species:S:1:pos:R:3:forces:R:3
C 1.947462 0.653017 -0.974311 0.61 -0.26 0.55
C 1.413098 0.064443 -0.071044 -0.54 0.26 -0.73
C 0.422646 -0.556285 0.809201 -0.50 0.24 -0.06
O 0.666616 -1.942238 0.982661 0.20 -0.19 -0.05
C -1.031798 -0.382775 0.236038 -0.11 -0.10 0.12
C -1.278990 0.948153 -0.471681 0.33 0.28 -0.07
H 2.611802 1.149377 -1.636511 -0.07 0.09 -0.20
H 0.507972 -0.077953 1.798581 -0.23 0.04 -0.24
H 1.542440 -2.116910 0.623249 -0.07 -0.18 0.09
H -1.224666 -1.220952 -0.439717 0.07 -0.03 0.27
H -1.694704 -0.449765 1.101782 -0.05 -0.26 -0.12
H -0.655754 1.634030 0.087955 -0.12 0.81 -0.17
H -2.300790 1.354760 -0.544034 0.21 -0.59 0.54
H -0.925332 0.943093 -1.502170 0.27 -0.11 0.08
```
Forces are in eV/Å.

Löwdin population analysis, charges in e, atoms 1 to 6: number 1, C, carries 0.138; number 2, C, carries -0.095; number 3, C, carries -0.404; number 4, O, carries -0.033; number 5, C, carries -0.183; number 6, C, carries -0.117

***

Below is one molecule with the formula C5H8O at a distorted geometry, with properties calculated with ωB97M-V/def2-TZVPD.

## Properties
multiplicity: 1
HOMO-LUMO gap: 10.46 eV
ΔE to the lowest compared entry with this formula, charge and spin: 73.1 kcal/mol
SMILES string: C[C@H]1C[C@H]1C=O

XYZ file:
```
14
Properties=species:S:1:pos:R:3:forces:R:3
C -1.440319 -1.044667 -0.571340 0.10 0.05 0.08
C -0.689954 0.278856 -0.611401 0.17 -0.07 -0.08
C -0.131023 0.873993 0.680136 -0.15 0.07 0.36
C 0.801747 0.406349 -0.438431 0.40 0.11 0.10
C 1.813791 -0.097844 0.526659 0.40 0.04 0.31
O 2.142072 -1.210502 0.841728 -0.05 0.48 -0.01
H -1.064282 -1.707543 0.213630 0.01 0.16 -0.08
H -2.518768 -0.912074 -0.423742 0.24 0.13 0.03
H -1.303695 -1.561587 -1.528649 0.01 0.13 0.16
H -1.041542 0.936801 -1.406348 0.10 0.04 0.27
H -0.231243 0.118884 1.458671 0.12 0.04 0.01
H 0.368566 1.757915 1.110910 -1.96 0.60 -0.56
H 1.197931 1.269567 -0.974006 -0.11 0.01 0.17
H 2.096719 0.891850 1.122187 0.73 -1.79 -0.77
```
Forces are in eV/Å.

Löwdin population analysis, charges in e, atoms 1 to 6: number 1, C, carries -0.057; number 2, C, carries -0.249; number 3, C, carries -0.099; number 4, C, carries -0.213; number 5, C, carries -0.317; number 6, O, carries 0.050

***

Below is one molecule with the formula C5H8O at a distorted geometry, with properties calculated with ωB97M-V/def2-TZVPD.

## Properties
multiplicity: 1
HOMO-LUMO gap: 10.34 eV
ΔE to the lowest compared entry with this formula, charge and spin: 69.9 kcal/mol
SMILES string: CC#CCCO

XYZ file:
```
14
Properties=species:S:1:pos:R:3:forces:R:3
C 2.686688 0.405978 -0.496651 0.42 0.12 0.00
C 1.355996 0.478432 0.026404 -0.27 0.06 0.13
C 0.184782 0.332404 0.248173 0.89 -0.32 -0.55
C -0.898996 -0.478140 -0.312204 -0.49 -0.15 -0.01
C -2.199005 -0.367198 0.491824 -0.12 -0.31 -0.31
O -2.087362 0.671040 1.428114 -0.12 0.23 0.18
H 3.340508 1.048872 0.081364 0.46 0.02 -0.16
H 3.014032 -0.638320 -0.440893 0.21 0.25 0.03
H 2.651803 0.711186 -1.547868 0.29 0.08 0.18
H -0.988734 -0.126472 -1.343657 -0.36 -0.18 0.05
H -0.478476 -1.486794 -0.338981 -0.46 -0.10 -0.09
H -3.024900 -0.158593 -0.193975 -0.08 0.00 0.15
H -2.410208 -1.314826 1.000566 -0.01 0.07 0.00
H -1.146133 0.922432 1.397781 -0.37 0.23 0.39
```
Forces are in eV/Å.

Löwdin population analysis, charges in e, atoms 1 to 6: number 1, C, carries -0.086; number 2, C, carries -0.074; number 3, C, carries -0.079; number 4, C, carries -0.170; number 5, C, carries -0.273; number 6, O, carries -0.082

***

Below is one molecule with the formula C5H8O at a distorted geometry, with properties calculated with ωB97M-V/def2-TZVPD.

## Properties
multiplicity: 1
HOMO-LUMO gap: 9.99 eV
ΔE to the lowest compared entry with this formula, charge and spin: 39.7 kcal/mol
SMILES string: CC(C)=CC=O

XYZ file:
```
14
Properties=species:S:1:pos:R:3:forces:R:3
C 0.488685 1.327585 0.006262 1.17 -0.88 1.27
C 0.226149 -0.188694 -0.111631 1.78 -0.29 0.81
C 1.497475 -1.050951 0.152884 1.68 0.82 -2.62
C -0.983601 -0.700070 -0.331732 -1.49 -1.80 0.86
C -2.173948 0.115324 -0.077530 -3.05 -0.69 0.44
O -3.308887 -0.371294 0.194451 3.52 1.49 -0.92
H 0.321930 1.735013 1.040943 -0.30 -0.39 -1.03
H 1.539162 1.591547 -0.200463 -0.23 -0.54 0.09
H -0.030201 1.823405 -0.756170 -1.19 1.05 -0.65
H 1.625401 -1.480441 1.153380 -0.34 0.38 -0.15
H 2.372872 -0.308920 -0.083917 -1.29 -1.57 0.86
H 1.712984 -1.900414 -0.609843 -0.94 1.27 1.24
H -1.281343 -1.812430 -0.312949 1.08 1.67 -0.24
H -2.006684 1.220336 -0.063683 -0.39 -0.51 0.03
```
Forces are in eV/Å.

Löwdin population analysis, charges in e, atoms 1 to 6: number 1, C, carries -0.071; number 2, C, carries -0.294; number 3, C, carries -0.062; number 4, C, carries -0.067; number 5, C, carries -0.245; number 6, O, carries -0.015

***

| no. | HOMO (eV) | lowest unoccupied orbital energy (eV) |
| --- | --- | --- |
| 1 | -9.61 | 0.92 |
| 2 | -9.79 | 0.55 |
| 3 | -9.04 | 1.12 |
| 4 | -8.44 | 0.31 |
| 5 | -9.44 | 0.61 |
| 6 | -7.50 | 0.45 |
| 7 | -9.36 | 0.98 |
| 8 | -8.30 | 0.40 |
| 9 | -10.08 | 0.96 |
| 10 | -9.52 | 0.94 |
| 11 | -9.49 | 0.85 |
| 12 | -9.73 | 0.26 |